(1)
Below is a molecular structure, C27H49BN6OsPS3 at a distorted geometry, with properties calculated with ωB97M-V/def2-TZVPD.

The geometry in ORCA input format:
```
! RIJCOSX wB97M-V def2-TZVPD def2/J DEFGRID3
* xyz 3 1
Os -0.404 -0.370 -0.313
C 1.843 -4.458 -0.169
C 3.212 -3.869 0.164
C 3.956 -4.844 1.069
C 4.044 -3.583 -1.080
N 3.037 -2.542 0.927
C 3.611 -2.291 2.154
C 3.275 -1.032 2.511
N 2.501 -0.493 1.504
B 2.131 1.024 1.564
N 0.720 1.360 2.187
C 0.583 2.572 2.827
C -0.555 2.535 3.557
N -1.126 1.294 3.380
C -0.343 0.614 2.532
S -0.679 -0.943 1.771
C -2.438 0.934 4.087
C -3.544 1.725 3.398
C -2.286 1.348 5.551
C -2.725 -0.559 4.021
N 2.328 1.713 0.183
C 3.604 2.087 -0.196
C 3.520 2.681 -1.404
N 2.190 2.663 -1.787
C 1.499 2.063 -0.807
S -0.259 1.749 -0.865
C 1.678 3.244 -3.111
C 1.112 2.114 -3.963
C 0.649 4.326 -2.803
C 2.857 3.874 -3.846
C 2.377 -1.437 0.550
S 1.541 -1.283 -1.010
H 1.996 -5.477 -0.523
H 1.324 -3.919 -0.957
H 1.209 -4.507 0.719
H 4.008 -5.798 0.546
H 3.437 -5.017 2.013
H 4.981 -4.531 1.268
H 4.210 -4.519 -1.614
H 5.018 -3.170 -0.813
H 3.545 -2.898 -1.767
H 4.219 -3.011 2.668
H 3.537 -0.470 3.390
H 2.916 1.524 2.314
H 1.312 3.358 2.723
H -0.988 3.280 4.198
H -3.428 2.799 3.542
H -4.507 1.433 3.819
H -3.564 1.515 2.326
H -2.243 2.427 5.684
H -1.401 0.898 6.001
H -3.159 0.995 6.098
H -3.014 -0.892 3.025
H -3.571 -0.750 4.679
H -1.891 -1.162 4.386
H 4.456 1.927 0.442
H 4.290 3.121 -2.009
H 0.229 1.655 -3.521
H 1.867 1.344 -4.137
H 0.821 2.525 -4.929
H -0.257 3.936 -2.337
H 0.352 4.801 -3.738
H 1.072 5.095 -2.155
H 3.627 3.145 -4.099
H 3.301 4.699 -3.288
H 2.478 4.283 -4.781
C -2.623 -3.320 -0.611
C -3.430 -2.022 -0.686
P -2.495 -0.650 -1.389
C -2.156 -1.031 -3.132
C -3.307 -0.745 -4.103
C -3.459 0.883 -1.287
C -4.975 0.669 -1.404
H -3.185 -4.076 -0.064
H -1.670 -3.183 -0.089
H -2.410 -3.728 -1.599
H -3.774 -1.716 0.305
H -4.317 -2.142 -1.315
H -1.880 -2.088 -3.162
H -1.262 -0.470 -3.416
H -4.173 -1.378 -3.906
H -2.974 -0.960 -5.117
H -3.621 0.298 -4.076
H -3.077 1.531 -2.081
H -3.219 1.377 -0.341
H -5.249 0.124 -2.305
H -5.464 1.641 -1.445
H -5.373 0.134 -0.542
*
```

Output
- Kohn-Sham gap (eV) = 6.4
- ΔE to the lowest compared entry with this formula, charge and spin (kcal per mole) = 6.1
- LUMO level (Eh) = -0.3802
- E_HOMO (eV) = -16.793
- calculated total energy (a.u.) = -3037.47091

(2)
Below is 2 unconnected molecules or ions with the total composition C7H16N5OS at a distorted geometry, with properties calculated with ωB97M-V/def2-TZVPD.

The geometry in ORCA input format:
```
! RIJCOSX wB97M-V def2-TZVPD def2/J DEFGRID3
* xyz 1 1
C 0.304 -0.983 0.946
C 0.716 0.300 0.824
C -0.622 -1.920 -0.989
C -1.411 1.160 -0.228
C 0.753 1.881 -1.229
C 0.189 2.734 1.021
C 0.024 1.458 0.119
N 2.199 -1.325 -1.213
N -0.779 -1.639 0.243
N 2.947 -0.605 -0.732
N -1.736 -2.256 1.081
N -1.522 -2.565 -1.630
O 1.154 -1.771 1.645
S 3.909 0.296 -0.016
H 1.512 0.638 1.494
H 0.289 -1.492 -1.500
H -1.953 2.203 -0.111
H -1.760 0.531 0.488
H -1.573 1.039 -1.315
H 0.521 2.905 -1.612
H 1.783 1.909 -1.030
H 0.444 1.179 -2.078
H -0.709 3.326 0.992
H 1.284 3.250 0.931
H 0.091 2.361 2.078
H -1.422 -3.265 1.114
H 0.900 -1.933 2.576
H -1.704 -1.680 1.929
H -2.420 -2.762 -1.229
H -1.410 -2.973 -2.569
*
```

Output
- Kohn-Sham gap (eV) = 9.9
- ΔE to the lowest compared entry with this formula, charge and spin (kcal per mole) = 31.7
- LUMO level (Eh) = -0.1119
- E_HOMO (eV) = -12.951
- calculated total energy (a.u.) = -1023.15319

(3)
Below is C22H30N4O2 in the gas phase at a distorted geometry, with properties calculated with ωB97M-V/def2-TZVPD.

The geometry in ORCA input format:
```
! RIJCOSX wB97M-V def2-TZVPD def2/J DEFGRID3
* xyz 0 1
O 2.923 4.148 -0.642
C 3.396 2.916 -0.148
C 2.319 1.831 -0.141
C 2.854 0.507 0.421
C 1.747 -0.560 0.414
N 1.404 -0.921 -0.949
C 0.257 -1.809 -1.000
C -1.005 -1.097 -0.595
C -1.232 0.207 -1.020
C -2.395 0.868 -0.680
C -3.359 0.222 0.085
O -4.476 0.962 0.435
C -5.692 0.431 0.388
N -5.874 -0.779 -0.132
C -7.116 -1.225 -0.188
C -8.193 -0.484 0.273
C -7.885 0.763 0.801
N -6.651 1.223 0.861
C -3.141 -1.074 0.528
C -1.967 -1.722 0.185
C 2.571 -1.474 -1.605
C 3.684 -0.419 -1.623
N 4.044 0.083 -0.307
C 4.960 -0.794 0.413
C 5.316 -0.294 1.818
C 6.672 -0.935 2.089
C 7.412 -0.740 0.768
C 6.326 -0.857 -0.313
H 2.570 4.007 -1.528
H 3.729 3.122 0.872
H 4.259 2.568 -0.730
H 1.943 1.676 -1.153
H 1.482 2.159 0.476
H 3.141 0.689 1.458
H 0.856 -0.165 0.906
H 2.088 -1.445 0.984
H 0.149 -2.147 -2.038
H 0.401 -2.706 -0.371
H -0.479 0.698 -1.615
H -2.576 1.882 -1.001
H -7.235 -2.211 -0.619
H -9.203 -0.853 0.226
H -8.648 1.424 1.193
H -3.880 -1.571 1.135
H -1.801 -2.732 0.534
H 2.309 -1.736 -2.634
H 2.926 -2.391 -1.099
H 4.568 -0.837 -2.103
H 3.344 0.428 -2.223
H 4.557 -1.818 0.506
H 4.577 -0.571 2.568
H 5.418 0.792 1.796
H 7.189 -0.479 2.931
H 6.543 -1.999 2.298
H 7.859 0.254 0.744
H 8.208 -1.470 0.630
H 6.428 -1.788 -0.869
H 6.397 -0.028 -1.016
*
```

Output
- SMILES = OCC[C@H]1CN(Cc2ccc(Oc3ncccn3)cc2)CCN1C1CCCC1
- Kohn-Sham gap (eV) = 8.9
- ΔE to the lowest compared entry with this formula, charge and spin (kcal per mole) = 73.8
- LUMO level (Eh) = 0.0282
- E_HOMO (eV) = -8.091
- calculated total energy (a.u.) = -1225.81021

(4)
Below is a molecular structure, C7H25AgF6MnN9O15S2 at a distorted geometry, with properties calculated with ωB97M-V/def2-TZVPD.

The geometry in ORCA input format:
```
! RIJCOSX wB97M-V def2-TZVPD def2/J DEFGRID3
* xyz 2 7
Mn 1.049 -2.719 -1.963
Ag -2.780 -1.246 0.752
C -0.587 -4.634 2.177
F -1.072 -4.697 0.930
F -0.604 -5.784 2.814
F 0.679 -4.217 2.140
S -1.837 -3.502 3.115
O -3.151 -3.939 2.731
O -1.530 -3.609 4.509
N -1.560 -1.936 2.417
S -0.603 -1.064 3.352
O 0.561 -1.778 3.842
O -0.347 0.159 2.632
C -1.766 -0.587 4.827
F -1.992 0.750 4.804
F -2.947 -1.149 4.659
F -1.183 -0.896 5.964
O 0.846 0.907 0.376
C 0.244 -0.069 -0.335
O 1.016 -0.744 -1.116
O -0.965 -0.259 -0.201
H 0.084 1.133 0.965
O 1.418 -3.450 0.002
H 1.340 -4.367 0.310
H 0.981 -2.919 0.693
O -1.275 2.818 1.898
H -1.754 3.621 2.142
H -0.892 2.493 2.732
O 2.883 -2.106 -2.618
H 3.540 -2.363 -3.279
H 3.135 -1.212 -2.336
O -3.054 0.762 1.951
H -3.790 1.308 2.247
H -2.311 1.387 1.779
C 5.049 1.680 -0.316
O 4.304 2.137 -1.215
N 6.365 1.525 -0.457
N 4.509 1.086 0.792
H 6.756 1.869 -1.321
H 6.955 1.183 0.275
H 3.515 0.940 0.815
H 5.059 0.608 1.481
C 1.995 4.696 0.096
O 1.205 5.284 0.892
N 2.256 3.410 0.326
N 2.599 5.273 -0.963
H 1.538 2.811 0.713
H 2.895 2.955 -0.338
H 3.475 4.922 -1.326
H 2.394 6.261 -1.055
C -4.805 -0.040 -1.832
O -3.939 -0.210 -0.951
N -6.058 0.279 -1.480
N -4.549 -0.149 -3.144
H -6.351 0.367 -0.521
H -6.861 0.483 -2.053
H -5.238 -0.062 -3.866
H -3.610 -0.412 -3.380
C 0.004 -0.742 -4.305
O 0.543 -1.778 -3.806
N -0.866 -0.876 -5.299
N 0.354 0.460 -3.859
H -1.251 -0.089 -5.795
H -0.942 -1.770 -5.756
H 0.034 1.323 -4.262
H 0.890 0.483 -3.004
*
```

Output
- Kohn-Sham gap (alpha / beta) (eV) = 7.6 / 3.1
- LUMO level (alpha / beta) (Eh) = -0.1991 / -0.3661
- E_HOMO (alpha / beta) (eV) = -13.017 / -13.016
- calculated total energy (a.u.) = -4596.30499

(5)
Below is C6H10 in the gas phase, with properties calculated with ωB97M-V/def2-TZVPD.

The geometry in ORCA input format:
```
! RIJCOSX wB97M-V def2-TZVPD def2/J DEFGRID3
* xyz 0 1
C 2.006 -0.028 0.317
C 0.742 0.013 -0.467
C 0.019 1.117 -0.689
C -1.452 0.800 -0.484
C -1.253 -0.364 0.515
C -0.195 -1.173 -0.247
H 2.572 0.910 0.307
H 1.587 -0.153 1.344
H 2.646 -0.893 0.131
H 0.411 2.130 -0.685
H -2.031 1.646 -0.103
H -1.936 0.444 -1.409
H -0.656 -0.009 1.390
H -2.142 -0.858 0.914
H -0.565 -1.607 -1.192
H 0.249 -1.975 0.356
*
```

Output
- SMILES = CC1=CCCC1
- Kohn-Sham gap (eV) = 9.7
- ΔE to the lowest compared entry with this formula, charge and spin (kcal per mole) = 25.2
- LUMO level (Eh) = 0.0418
- E_HOMO (eV) = -8.548
- calculated total energy (a.u.) = -234.56238